[1]
C2H2FN | wB97M-V/def2-TZVPD

```
6
Properties=species:S:1:pos:R:3:mulliken_charge:R:1
C -0.46758 0.77281 0.34896 -0.162
N -0.26447 -0.81414 -0.53460 -0.162
C 0.46003 -0.14618 0.49470 -0.154
F 0.19586 -0.73687 -1.93966 -0.218
H -1.24762 1.44915 0.61962 0.372
H 1.32379 -0.52477 1.01098 0.324
```

Calculated values
Kohn-Sham gap: 10.28 eV
E_HOMO: -10.060 eV
SMILES: FN1C=C1

[2]
C2H2FN3O | wB97M-V/def2-TZVPD

```
9
Properties=species:S:1:pos:R:3:mulliken_charge:R:1
H 1.48047 0.96332 0.11828 0.264
F -0.31050 1.65688 -0.17711 -0.238
N -3.05276 -0.12963 0.16500 -0.371
N -0.66667 0.35657 -0.24889 0.126
H 2.40833 -0.53396 0.23765 0.258
C -1.93223 0.08407 -0.01691 0.380
O 0.12030 -1.78068 -0.17495 -0.532
C 0.42639 -0.60698 -0.16477 0.444
N 1.52667 -0.00961 0.26171 -0.332
```

Calculated values
Kohn-Sham gap: 10.92 eV
E_HOMO: -10.568 eV
SMILES: N#CN(F)C(N)=O

[3]
C2H2FN3OS | wB97M-V/def2-TZVPD

```
10
Properties=species:S:1:pos:R:3:mulliken_charge:R:1
C -1.50882 -0.56220 -0.05423 0.624
H 0.34955 2.60085 0.00124 0.290
C 0.19118 0.73421 -0.18322 0.429
O -0.54017 -1.41033 -0.42865 -0.186
N -1.22728 0.68836 0.09190 -0.485
N 0.59336 -0.58935 -0.59283 0.038
N 0.92693 1.78015 -0.17071 -0.613
S 2.02716 -1.30759 0.02941 -0.048
F -2.64859 -1.15298 0.04654 -0.199
H 1.83667 -0.78114 1.26055 0.151
```

Calculated values
Kohn-Sham gap: 10.18 eV
E_HOMO: -9.707 eV
SMILES: [H]/N=c1\nc(F)on1S

[4]
C2H2FN3S | wB97M-V/def2-TZVPD

```
9
Properties=species:S:1:pos:R:3:mulliken_charge:R:1
N -2.80570 0.60777 -0.00672 -0.207
H -0.04202 0.44860 1.32047 0.392
F -0.53646 -1.87205 -0.48557 -0.232
S 0.26781 0.92311 -1.05314 -0.224
C -1.22574 -0.78333 -0.24312 0.412
N -1.86096 1.21602 0.51083 -0.176
H 0.93424 -0.22680 -1.24021 0.164
C -0.67506 0.42662 0.43846 0.171
N -2.47101 -0.61761 -0.50766 -0.302
```

Calculated values
Kohn-Sham gap: 9.75 eV
E_HOMO: -10.274 eV

[5]
C2H2FNO | wB97M-V/def2-TZVPD

```
7
Properties=species:S:1:pos:R:3:mulliken_charge:R:1
N 0.70309 -0.33561 0.95782 -0.425
H 1.65938 1.07280 -0.52170 0.316
F -1.85136 0.52038 0.96619 -0.091
O -1.62482 0.23949 -0.28045 -0.316
C 0.04283 -0.52678 -0.28552 0.072
H 0.00466 -1.35750 -0.84640 0.380
C 1.06621 0.38722 0.01006 0.063
```

Calculated values
Kohn-Sham gap: 10.31 eV
E_HOMO: -9.807 eV

[6]
C2H2FNO | wB97M-V/def2-TZVPD

```
7
Properties=species:S:1:pos:R:3:mulliken_charge:R:1
F -0.89241 -1.11655 0.69003 -0.597
H -2.05746 -0.83402 -2.45710 0.375
H 2.27292 -1.07014 1.52406 0.243
C -2.18898 -0.43970 -1.47758 0.255
N 1.38871 0.34555 0.01501 -0.353
C 1.82577 -0.39909 0.75773 0.107
O -2.11227 -0.24477 -0.35566 -0.030
```

Calculated values
Kohn-Sham gap (alpha / beta): 8.18 / 9.29 eV
E_HOMO (alpha / beta): -8.962 / -9.967 eV

Energy above the lowest of the compared OMol25 structures with the same formula, charge and spin readings, ordered: 5.192 1.640 0.218 1.657 6.755 5.116 eV
Total energy readings, ordered: -231.807493 -416.696812 -814.894146 -739.635988 -306.998828 -307.059077 a.u.